(1)
A 4-piece molecular cluster, C25H44F10N4O8PS overall in a non-equilibrium geometry. Source: OMol25; level of theory: ωB97M-V/def2-TZVPD.

Geometry as XYZ:
```
93
C25H44F10N4O8PS ωB97M-V/def2-TZVPD
C 1.048 0.721 0.818
C 1.349 -0.597 -0.095
C 1.292 -1.853 0.947
N 0.064 -2.676 0.824
N -1.074 -2.080 1.387
C -1.055 -1.930 2.874
C -2.417 -1.438 3.536
F -2.386 0.015 3.609
P -2.336 -2.026 5.385
N -3.561 -2.962 5.801
N -3.665 -2.008 2.990
S -4.955 -0.942 3.545
C -3.673 -2.174 1.507
C -4.955 -3.098 1.161
C -3.805 -0.759 0.706
C -5.268 -0.443 0.148
C -5.319 1.148 -0.152
O -4.850 1.666 -1.175
O -5.919 1.964 0.844
C -2.315 -2.851 0.959
C -2.208 -4.426 1.189
C -2.483 -4.943 2.676
H 1.578 1.653 0.408
H 1.408 0.604 1.891
H -0.091 0.876 0.878
H 0.584 -0.684 -0.929
H 2.428 -0.530 -0.443
H 1.554 -1.538 2.013
H 2.171 -2.536 0.616
H -0.152 -2.865 -0.175
H -1.129 -1.109 0.994
H -0.609 -2.875 3.353
H -0.283 -1.106 3.106
H -2.212 -0.841 6.209
H -1.107 -2.750 5.552
H -3.192 -3.878 6.092
H -4.609 -0.379 4.764
H -5.931 -2.683 1.560
H -4.860 -4.152 1.612
H -5.031 -3.277 0.025
H -3.501 0.139 1.351
H -3.102 -0.713 -0.209
H -6.109 -0.618 0.912
H -5.495 -0.955 -0.852
H -6.301 1.377 1.540
H -2.354 -2.704 -0.185
H -3.026 -4.901 0.529
H -1.234 -4.902 0.843
H -3.448 -4.580 3.149
H -1.624 -4.769 3.410
H -2.583 -6.090 2.603
C -2.139 4.445 -2.009
C -0.681 4.644 -2.375
O -0.080 5.645 -1.538
C 0.339 5.231 -0.329
O 0.237 4.102 0.074
C 0.999 6.381 0.428
F 0.298 7.526 0.342
F 2.232 6.651 -0.048
F 1.143 6.124 1.739
H -2.676 5.396 -2.044
H -2.617 3.743 -2.695
H -2.242 4.059 -0.992
H -0.606 5.006 -3.401
H -0.122 3.706 -2.322
C 2.212 -5.537 -4.792
C 1.437 -6.157 -3.647
O 2.251 -6.232 -2.464
C 2.328 -5.111 -1.728
O 1.770 -4.077 -2.000
C 3.180 -5.349 -0.484
F 4.308 -6.027 -0.749
F 2.518 -6.065 0.448
F 3.557 -4.202 0.111
H 3.146 -6.079 -4.961
H 1.622 -5.553 -5.710
H 2.480 -4.501 -4.572
H 1.161 -7.181 -3.903
H 0.510 -5.613 -3.447
C 4.812 7.433 -1.580
C 5.606 6.142 -1.624
O 6.286 6.006 -2.881
C 7.458 6.662 -2.992
O 7.942 7.334 -2.122
C 8.093 6.390 -4.353
F 7.204 6.470 -5.362
F 8.632 5.156 -4.414
F 9.078 7.254 -4.644
H 4.131 7.494 -2.432
H 4.233 7.498 -0.659
H 5.471 8.302 -1.636
H 4.926 5.291 -1.541
H 6.310 6.074 -0.791
```

Calculated values
E_HOMO: -11.78 eV
DFT total energy: -3537.7436 hartree
Spin multiplicity: 1
Net charge: +1
LUMO: -2.6436 eV


(2)
C25H44MoOP2 as an isolated structure in a non-equilibrium geometry. Source: OMol25; level of theory: ωB97M-V/def2-TZVPD.

Geometry as XYZ:
```
73
C25H44MoOP2 ωB97M-V/def2-TZVPD
Mo -0.018 -0.022 2.103
C -0.921 -1.820 2.939
C 0.397 -2.115 2.427
C 0.622 -0.604 4.184
C -0.773 -0.901 4.034
C 1.349 -1.336 3.185
C -2.207 -2.445 2.509
H -2.134 -2.845 1.493
H -3.038 -1.731 2.551
H -2.466 -3.282 3.173
C -1.866 -0.502 4.970
H -2.827 -0.879 4.610
H -1.951 0.586 5.064
H -1.699 -0.910 5.978
C 1.256 0.135 5.315
H 1.366 -0.513 6.199
H 0.665 1.007 5.621
H 2.254 0.485 5.035
C 2.837 -1.380 3.068
H 3.256 -2.064 3.820
H 3.285 -0.394 3.243
H 3.147 -1.746 2.084
C 0.734 -3.183 1.439
H 0.915 -4.127 1.973
H 1.652 -2.936 0.887
H -0.098 -3.353 0.741
C -1.677 1.165 -4.264
C -1.759 -0.169 -4.335
C -0.987 -1.032 -5.289
C 0.431 -0.570 -5.674
C 1.277 -0.103 -4.523
C 1.345 1.140 -4.035
C 0.582 2.320 -4.566
C -0.824 2.046 -5.130
H -1.574 -1.157 -6.218
H 0.385 0.155 -6.501
H -0.893 -2.040 -4.851
H -0.759 1.695 -6.172
H -2.347 1.714 -3.588
H -2.554 -0.685 -3.782
H -1.331 3.026 -5.175
H 0.470 3.052 -3.751
H 2.084 1.377 -3.256
H 1.178 2.818 -5.351
H 0.934 -1.462 -6.086
H 1.948 -0.879 -4.122
P -1.246 0.043 -0.114
C -2.742 1.002 -0.337
C -1.476 -1.429 -1.134
P 1.544 0.611 0.207
C 0.138 0.939 -0.967
C 2.555 -0.596 -0.684
C 2.562 2.086 0.318
H -2.705 1.887 0.310
H -3.595 0.377 -0.033
H -2.846 1.305 -1.386
H -1.560 -1.129 -2.187
H -2.414 -1.921 -0.830
H -0.649 -2.143 -1.035
H 2.809 2.446 -0.689
H 3.481 1.825 0.865
H 2.029 2.866 0.876
H -0.077 2.017 -1.017
H 0.324 0.581 -1.983
H 3.515 -0.693 -0.153
H 2.741 -0.253 -1.715
H 2.076 -1.582 -0.717
C -0.725 2.697 3.873
C -0.512 2.199 2.476
O -0.560 2.855 1.443
H -1.737 3.136 3.932
H 0.048 3.453 4.095
H -0.644 1.889 4.610
```

Calculated values
E_HOMO (spin up / spin down): -13.77 / -13.77 eV
DFT total energy: -1804.5048 hartree
Spin multiplicity: 3
Net charge: +2
LUMO (spin up / spin down): -8.6952 / -8.5022 eV


(3)
One molecule with the formula C25H44N14O7. Source: OMol25; level of theory: ωB97M-V/def2-TZVPD.

Geometry as XYZ:
```
90
C25H44N14O7 ωB97M-V/def2-TZVPD
H -0.433 -5.550 1.085
N -0.973 -5.222 0.294
C -0.268 -4.916 -0.739
N -0.941 -4.565 -1.871
C -0.337 -3.891 -2.995
C 1.093 -4.390 -3.154
C 1.833 -4.265 -1.823
C 2.093 -2.792 -1.406
N 0.960 -2.198 -0.714
C 0.637 -0.890 -0.932
O 1.093 -0.246 -1.862
C -0.389 -0.318 -0.027
C -1.484 -0.928 0.455
N -1.899 -2.215 0.275
C -3.182 -2.610 0.656
N -3.372 -3.935 0.545
O -4.019 -1.794 0.994
N -0.208 1.061 0.234
C 1.007 1.524 0.585
O 1.971 0.811 0.787
C 1.080 3.053 0.728
C 0.499 3.500 2.088
N -0.900 3.200 2.250
C -1.855 3.960 1.655
O -1.582 4.929 0.983
C -3.277 3.495 1.919
C -3.506 2.087 1.356
N -2.856 2.015 0.042
C -4.991 1.705 1.290
C -5.743 1.806 2.618
C -5.209 0.881 3.728
N -5.338 -0.542 3.501
N 2.449 3.510 0.681
C 3.409 3.306 -0.250
O 4.559 3.614 -0.017
C 2.996 2.740 -1.619
C 2.254 3.801 -2.430
N 4.191 2.371 -2.348
C 5.158 1.512 -1.964
O 6.227 1.465 -2.543
C 4.849 0.498 -0.854
N 6.060 0.115 -0.143
C 4.277 -0.754 -1.544
N 4.186 -1.813 -0.569
C 3.264 -2.755 -0.405
O 3.282 -3.565 0.511
N 1.094 -4.979 -0.809
H -1.944 -4.551 -1.786
H -0.921 -4.120 -3.890
H -0.341 -2.801 -2.855
H 1.609 -3.826 -3.929
H 1.076 -5.444 -3.438
H 2.814 -4.746 -1.912
H 2.285 -2.196 -2.297
H 0.821 -2.551 0.223
H -2.198 -0.353 1.029
H -1.288 -2.903 -0.136
H -2.550 -4.568 0.483
H -4.239 -4.300 0.902
H -1.046 1.655 0.167
H 0.485 3.519 -0.066
H 0.611 4.588 2.149
H 1.059 3.025 2.896
H -1.156 2.348 2.719
H -3.466 3.508 2.992
H -3.950 4.204 1.435
H -2.996 1.355 1.996
H -3.178 1.188 -0.453
H -3.119 2.822 -0.515
H -5.487 2.350 0.558
H -5.052 0.675 0.925
H -6.790 1.549 2.433
H -5.721 2.836 2.979
H -5.753 1.113 4.650
H -4.152 1.092 3.913
H -6.312 -0.784 3.351
H -4.826 -0.840 2.676
H 2.833 3.833 1.560
H 2.362 1.856 -1.492
H 1.333 4.103 -1.940
H 2.882 4.682 -2.551
H 2.008 3.402 -3.411
H 4.515 3.055 -3.020
H 4.119 0.870 -0.134
H 6.810 0.036 -0.828
H 6.325 0.858 0.495
H 3.301 -0.502 -1.960
H 4.956 -1.054 -2.352
H 4.925 -1.747 0.128
H 1.595 -5.063 0.067
```

Calculated values
E_HOMO: -8.63 eV
DFT total energy: -2272.5504 hartree
Spin multiplicity: 1
LUMO: 0.4253 eV
SMILES: [H]/N=C1/NCC[C@@H]([C@H]2NC(=O)/C(=C\NC(N)=O)NC(=O)[C@@H](CNC(=O)C[C@H](N)CCCN)NC(=O)[C@@H](C)NC(=O)[C@H](N)CNC2=O)N1


(4)
C25H44N2O4RuSi as an isolated structure in a non-equilibrium geometry. Source: OMol25; level of theory: ωB97M-V/def2-TZVPD.

Geometry as XYZ:
```
77
C25H44N2O4RuSi ωB97M-V/def2-TZVPD
C -2.908 -0.759 -1.086
C -3.237 0.520 -3.033
H -2.690 -1.790 -1.302
H -4.049 -0.605 -1.230
H -2.587 -0.238 -0.180
H -2.792 0.845 -3.955
H -3.718 -0.495 -3.169
H -3.910 1.199 -2.455
C -0.298 -2.950 -2.231
C 0.622 -4.004 -2.246
C 1.863 -3.841 -2.831
C 2.158 -2.570 -3.333
H -1.270 -3.015 -1.754
H 0.265 -4.953 -1.790
H 2.550 -4.684 -2.854
H 3.147 -2.415 -3.779
N -0.074 -1.713 -2.769
C 1.176 -1.529 -3.276
C 1.489 -0.174 -3.716
N 0.500 0.728 -3.409
C 0.788 1.995 -3.831
C 2.896 1.462 -4.891
C 1.917 2.395 -4.574
H 0.044 2.736 -3.555
H 2.011 3.455 -4.920
C 2.694 0.150 -4.441
H 3.424 -0.645 -4.662
H 3.794 1.719 -5.469
Ru -1.517 0.161 -2.273
C -1.598 2.123 -1.673
H -2.065 2.748 -2.445
H -0.616 2.568 -1.458
H -2.188 2.281 -0.757
C 2.938 -0.284 2.261
C 1.979 -1.422 1.933
C 2.351 -2.034 0.588
C 2.082 -2.494 3.026
O 0.609 -0.943 1.884
Si -0.155 0.155 0.922
O -0.307 -0.217 -0.611
O -1.585 0.415 1.732
C -2.415 -0.565 2.434
C -2.378 -1.913 1.724
C -1.921 -0.743 3.874
C -3.865 -0.046 2.461
O 0.720 1.536 1.124
C 0.633 2.726 1.957
C -0.404 3.704 1.368
C 0.239 2.385 3.399
C 2.026 3.397 1.956
H 3.962 -0.679 2.366
H 2.665 0.190 3.211
H 2.942 0.466 1.463
H 3.394 -2.388 0.603
H 1.713 -2.894 0.356
H 2.254 -1.302 -0.220
H 1.807 -2.084 4.008
H 1.433 -3.355 2.804
H 3.120 -2.869 3.100
H -1.375 -2.350 1.746
H -3.084 -2.607 2.205
H -2.690 -1.802 0.683
H -1.950 0.215 4.417
H -2.577 -1.455 4.416
H -0.894 -1.139 3.889
H -3.912 0.919 2.995
H -4.236 0.083 1.429
H -4.511 -0.782 2.989
H -1.404 3.231 1.372
H -0.426 4.627 1.993
H -0.106 3.970 0.336
H 0.961 1.685 3.851
H 0.232 3.312 4.009
H -0.771 1.948 3.424
H 2.776 2.725 2.418
H 2.320 3.626 0.914
H 1.988 4.347 2.536
```

Calculated values
E_HOMO (spin up / spin down): -14.20 / -13.99 eV
DFT total energy: -1773.2349 hartree
Spin multiplicity: 5
Net charge: +2
LUMO (spin up / spin down): -7.8402 / -11.4090 eV


(5)
C25H44N2O4SiZn as an isolated structure in a non-equilibrium geometry. Source: OMol25; level of theory: ωB97M-V/def2-TZVPD.

Geometry as XYZ:
```
77
C25H44N2O4SiZn ωB97M-V/def2-TZVPD
C 1.386 2.943 -1.035
C 3.306 2.467 -1.074
H 0.840 2.716 -1.963
H 1.669 4.003 -1.066
H 0.820 2.814 -0.091
H 3.795 1.534 -1.430
H 3.543 3.216 -1.833
H 3.744 2.792 -0.131
C -0.111 1.258 -3.689
C -0.935 0.611 -4.617
C -0.617 -0.694 -4.988
C 0.495 -1.300 -4.406
H -0.350 2.277 -3.378
H -1.791 1.149 -5.018
H -1.219 -1.239 -5.713
H 0.766 -2.327 -4.635
N 0.971 0.691 -3.153
C 1.278 -0.583 -3.471
C 2.433 -1.226 -2.792
N 2.945 -0.632 -1.689
C 3.933 -1.230 -1.005
C 4.024 -3.046 -2.567
C 4.508 -2.436 -1.410
H 4.254 -0.720 -0.096
H 5.309 -2.856 -0.813
C 2.988 -2.431 -3.262
H 2.597 -2.852 -4.182
H 4.439 -3.985 -2.925
Zn 2.019 1.166 -0.751
C 2.737 0.710 1.127
H 3.801 0.949 1.220
H 2.590 -0.338 1.398
H 2.178 1.313 1.850
C -2.207 -2.827 0.537
C -2.591 -1.557 -0.211
C -1.966 -1.544 -1.596
C -4.111 -1.449 -0.317
O -2.148 -0.403 0.542
Si -0.590 0.074 0.876
O 0.312 0.250 -0.410
O -0.778 1.487 1.737
C -1.784 2.510 1.514
C -2.042 2.708 0.027
C -3.079 2.109 2.207
C -1.234 3.785 2.144
O 0.034 -1.070 1.892
C -0.059 -1.231 3.329
C 1.045 -0.426 3.999
C -1.412 -0.779 3.855
C 0.144 -2.713 3.611
H -2.616 -3.697 0.005
H -2.621 -2.823 1.554
H -1.118 -2.942 0.586
H -2.316 -2.410 -2.172
H -2.249 -0.639 -2.144
H -0.875 -1.594 -1.540
H -4.576 -1.423 0.677
H -4.402 -0.546 -0.868
H -4.510 -2.318 -0.858
H -2.494 1.811 -0.412
H -2.753 3.535 -0.091
H -1.125 2.965 -0.516
H -2.926 1.982 3.286
H -3.825 2.900 2.054
H -3.470 1.179 1.779
H -1.041 3.642 3.215
H -0.304 4.103 1.658
H -1.966 4.594 2.037
H 0.908 0.646 3.820
H 1.016 -0.600 5.083
H 2.031 -0.726 3.627
H -2.229 -1.326 3.371
H -1.459 -0.979 4.935
H -1.547 0.296 3.700
H -0.658 -3.313 3.165
H 1.104 -3.060 3.212
H 0.140 -2.896 4.692
```

Calculated values
E_HOMO: -6.91 eV
DFT total energy: -3458.3779 hartree
Spin multiplicity: 1
LUMO: -0.3564 eV


(6)
A 6-piece molecular cluster, C25H44NO10P overall. Source: OMol25; level of theory: ωB97M-V/def2-TZVPD.

Geometry as XYZ:
```
81
C25H44NO10P ωB97M-V/def2-TZVPD
C -2.086 2.149 -2.729
C -1.773 1.186 -3.861
O -1.787 -0.203 -3.452
C -2.992 -0.817 -3.557
O -3.961 -0.466 -2.947
C -2.958 -2.028 -4.449
C -2.130 -3.158 -3.816
C -2.534 -3.418 -2.347
C -2.451 -4.858 -1.947
C -2.202 -5.416 -0.753
P -2.179 -4.591 0.846
N -0.813 -4.099 1.427
C -1.842 -6.838 -1.010
O -1.127 -7.553 -0.389
O -2.291 -7.161 -2.293
C -2.813 -6.012 -2.838
O -3.612 -6.001 -3.719
H -1.759 1.741 -1.771
H -3.150 2.371 -2.642
H -1.568 3.101 -2.870
H -0.770 1.365 -4.254
H -2.469 1.324 -4.697
H -2.504 -1.741 -5.403
H -3.983 -2.355 -4.634
H -1.066 -2.920 -3.883
H -2.292 -4.046 -4.429
H -3.499 -2.966 -2.108
H -1.769 -2.929 -1.731
H -2.905 -5.498 1.636
H -3.144 -3.603 0.589
H -0.650 -4.564 2.316
C -3.267 6.437 0.180
C -2.733 5.028 0.240
C -2.132 4.586 1.554
O -2.782 4.283 -0.712
H -3.670 6.635 -0.809
H -4.056 6.577 0.920
H -2.469 7.150 0.394
H -2.877 4.656 2.348
H -1.292 5.232 1.817
H -1.785 3.559 1.473
C -0.280 -0.746 2.407
C 0.881 -0.134 3.154
C 2.059 -1.036 3.420
O 0.866 1.021 3.516
H -1.061 0.001 2.278
H 0.046 -1.106 1.431
H -0.678 -1.598 2.959
H 2.478 -1.402 2.484
H 1.745 -1.898 4.012
H 2.828 -0.491 3.960
C 7.179 -1.270 1.382
C 5.832 -0.824 1.893
C 5.424 0.598 1.584
O 5.109 -1.565 2.519
H 7.358 -2.303 1.667
H 7.216 -1.184 0.295
H 7.970 -0.644 1.797
H 5.398 0.754 0.505
H 6.148 1.295 2.011
H 4.441 0.800 2.003
C -8.298 8.649 1.051
C -6.908 8.344 1.554
C -6.811 7.638 2.886
O -5.923 8.648 0.923
H -8.236 9.155 0.091
H -8.867 7.725 0.939
H -8.822 9.288 1.764
H -7.326 6.677 2.840
H -7.281 8.240 3.665
H -5.765 7.476 3.139
C 8.963 -4.446 -0.515
C 10.128 -3.823 0.217
C 11.329 -4.707 0.451
O 10.101 -2.676 0.596
H 8.164 -3.717 -0.622
H 9.279 -4.785 -1.503
H 8.591 -5.310 0.039
H 11.730 -5.055 -0.502
H 11.042 -5.580 1.040
H 12.095 -4.149 0.983
```

Calculated values
E_HOMO: -9.05 eV
DFT total energy: -2127.4472 hartree
Spin multiplicity: 1
LUMO: -1.1468 eV
SMILES: CCOC(=O)CCCC1=C([PH2]=N)C(=O)OC1=O.CC(C)=O.CC(C)=O.CC(C)=O.CC(C)=O.CC(C)=O